# 1
94
Properties=species:S:1:pos:R:3:forces:R:3:mulliken_charge:R:1 method="wB97M-V/def2-TZVPD" mol_weight_g_mol=1209.92 total_energy_ha=-6911.91364 homo_lumo_gap_ev="4.198 / 4.198" homo_ev="-7.35 / -7.35" spin_multiplicity=1 total_charge=0 lumo_ev="-3.15 / -3.15"
Re -0.6254 -1.3659 -0.0282 -0.1 0.4 -0.6 1.3644
O -3.9040 0.7227 1.0876 -0.2 0.2 0.1 -0.6216
C -3.1557 -0.1761 0.8656 0.2 -0.1 -0.1 0.3555
O -2.0972 -0.0897 0.0593 0.0 0.0 0.0 -0.1691
C -3.2957 -1.5622 1.3725 0.0 -0.1 0.0 0.3977
C -4.3902 -2.0142 2.0762 0.0 0.0 0.0 -1.1513
C -4.4902 -3.3737 2.3173 0.0 0.0 0.0 -0.5491
C -3.5084 -4.2125 1.8122 0.0 0.0 0.0 -1.2884
C -2.4279 -3.6708 1.1425 0.0 -0.1 0.0 0.0866
N -2.3070 -2.3524 0.9638 0.1 0.0 -0.1 0.5985
H -5.1388 -1.2991 2.3868 0.0 0.0 0.0 0.5901
H -5.3303 -3.7771 2.8656 0.0 0.0 0.0 0.4602
H -3.5627 -5.2844 1.9369 0.0 0.0 0.0 0.5921
H -1.6554 -4.3017 0.7223 0.0 0.0 0.0 0.7552
C -4.1209 -6.4446 -2.3829 0.0 0.0 0.0 -1.2175
C -4.0701 -4.9782 -2.0940 0.0 0.0 0.0 0.8474
C -5.2083 -4.2355 -1.7970 0.0 0.0 0.0 -0.7883
C -5.0405 -2.8903 -1.5301 0.0 0.0 0.0 -0.3616
N -3.8440 -2.3031 -1.5447 0.0 0.0 0.0 -0.2652
C -2.8279 -3.1011 -1.8354 0.1 0.0 0.0 0.7306
S -1.2066 -2.3519 -1.9506 0.0 0.0 0.0 -0.6918
N -2.8686 -4.3934 -2.1125 0.0 -0.1 0.0 -0.4928
H -5.0825 -6.7343 -2.8020 0.0 0.0 0.0 0.3902
H -3.9726 -7.0068 -1.4580 0.0 0.0 0.0 0.2668
H -3.3208 -6.7154 -3.0675 0.0 0.0 0.0 0.3464
H -6.1885 -4.6904 -1.7876 0.0 0.0 0.0 0.4220
H -5.8853 -2.2515 -1.2989 0.0 0.0 0.0 0.4643
O 4.4221 6.6872 0.0393 -0.6 -0.3 -0.3 -0.7153
S 3.1211 6.2122 0.4400 1.5 1.1 2.0 1.1489
O 2.4747 5.3371 -0.5489 10.7 0.9 11.5 -0.4762
O 2.2406 7.1776 1.0560 -0.2 -0.3 -0.6 -0.6796
C 3.4476 5.0549 1.8074 0.0 -0.4 0.1 -0.0581
N 4.5297 5.1779 2.5703 0.0 0.1 -0.2 -0.5134
C 4.7395 4.2067 3.4499 0.0 -0.1 0.0 -0.4279
C 3.9168 3.0892 3.5681 -0.1 0.2 0.1 -0.6066
C 2.7843 3.1051 2.7754 0.0 -0.2 -0.2 0.3440
N 2.5466 4.0957 1.9262 0.1 0.2 -0.3 -0.1743
C 1.8027 2.0027 2.5902 -0.1 0.0 0.3 1.6762
C 0.6032 2.3188 1.9560 0.0 0.1 0.5 -0.9133
C -0.1963 1.3164 1.4907 0.0 -0.1 0.3 -0.5179
N 0.1667 0.0202 1.5611 -0.4 -0.3 0.4 0.2242
C 1.2503 -0.2945 2.2834 0.1 0.2 -0.1 -0.4023
C 2.0660 0.6668 2.8545 0.1 0.0 -0.3 -1.3717
H 5.6268 4.3023 4.0660 0.0 0.0 0.0 0.4166
H 4.1545 2.2841 4.2481 0.0 0.0 0.0 0.4380
H 0.3634 3.3520 1.7536 -0.1 0.0 0.0 0.4670
H -1.0775 1.5543 0.9216 -0.1 0.0 0.1 0.2865
H 1.5434 -1.3279 2.3136 0.0 -0.1 0.0 0.2752
H 2.9772 0.3474 3.3395 0.0 0.0 0.0 0.3599
Br 2.3870 -9.1540 1.6421 0.0 0.0 0.0 -0.1672
C 1.7226 -7.3918 1.7573 0.0 0.0 0.0 0.1109
C 1.3138 -6.9032 2.9911 0.0 0.0 0.0 -0.6798
C 0.8273 -5.6121 3.0723 0.0 0.0 0.0 -0.6431
C 0.7547 -4.8211 1.9281 0.0 0.0 0.0 0.3809
C 1.1739 -5.3217 0.6974 0.0 0.0 0.0 -0.1937
C 1.6585 -6.6155 0.6101 0.0 0.0 0.0 -0.9745
C 0.2009 -3.4568 2.0649 0.0 0.0 -0.2 0.1040
O -0.2204 -2.9617 3.0692 0.0 0.1 0.3 -0.5807
O 0.1805 -2.7894 0.8762 0.3 -0.2 0.1 1.4047
H 1.3803 -7.5267 3.8711 0.0 0.0 0.0 0.4565
H 0.5026 -5.2022 4.0192 0.0 0.0 0.0 0.4865
H 1.1471 -4.6983 -0.1853 0.0 0.0 0.0 0.3870
H 1.9964 -7.0124 -0.3363 0.0 0.0 0.0 0.4800
N 1.2105 5.3336 -2.0230 -6.7 -0.8 -7.8 -0.4647
C 0.9665 6.5235 -2.6431 -0.2 -0.9 0.1 1.0637
C 1.4886 7.8011 -2.4393 0.0 0.2 -0.1 -0.9477
C 1.0002 8.7936 -3.2571 0.1 0.0 0.1 -0.5729
C 0.0208 8.5370 -4.2427 -0.1 0.0 0.0 -0.4833
C -0.4997 7.2787 -4.4296 0.0 0.1 0.0 -0.8371
C -0.0173 6.2509 -3.6096 -0.3 -0.2 -0.2 0.1232
N -0.3712 4.9244 -3.5583 -0.6 0.2 -0.7 -0.7899
C 0.3891 4.4191 -2.6117 0.3 1.0 0.0 -0.2661
C 0.3011 3.0277 -2.1897 -0.1 0.4 -0.2 0.7586
C 1.1874 2.4581 -1.2831 0.2 -0.3 0.0 -0.8128
C 0.9748 1.1714 -0.8472 0.0 0.2 -0.3 -0.2988
N -0.1018 0.4491 -1.2068 0.2 -0.5 0.1 0.4969
C -0.9332 0.9708 -2.1328 -0.1 0.2 0.0 -0.3392
C -0.7448 2.2225 -2.6635 -0.1 -0.2 0.2 -1.0850
H 1.8425 5.2064 -1.2302 -3.7 -0.9 -3.5 1.3603
H 2.2251 7.9983 -1.6724 0.0 0.1 0.0 0.2908
H 1.3702 9.8032 -3.1369 0.0 0.0 0.0 0.4121
H -0.3314 9.3573 -4.8545 0.0 0.0 0.0 0.3659
H -1.2598 7.0781 -5.1727 0.0 0.0 0.0 0.4256
H 2.0261 3.0031 -0.8701 0.0 0.1 -0.1 0.7209
H 1.6464 0.7352 -0.1278 0.1 0.0 -0.2 0.4082
H -1.7980 0.3803 -2.3988 0.1 0.0 0.0 0.3825
H -1.4463 2.6261 -3.3786 0.0 0.0 0.0 0.5439
F 1.3634 -1.4933 -0.7223 0.0 0.0 0.1 -0.7450
P 3.2577 -1.8419 -0.6423 0.0 -0.1 -0.2 1.5038
F 2.8868 -3.0946 -1.5452 0.0 0.0 0.1 -0.3663
F 2.9312 -2.7051 0.6631 -0.1 0.0 0.0 -0.3596
F 3.2936 -0.9108 -1.9171 0.0 0.0 0.0 -0.3615
F 4.7911 -2.1232 -0.6038 0.1 0.0 0.0 -0.2985
F 3.3274 -0.5463 0.2885 0.0 0.1 0.1 -0.2510


# 2
77
Properties=species:S:1:pos:R:3:forces:R:3:mulliken_charge:R:1 method="wB97M-V/def2-TZVPD" mol_weight_g_mol=871.49 total_energy_ha=-3231.80998 homo_lumo_gap_ev=6.762 homo_ev=-13.58 spin_multiplicity=1 total_charge=+2 lumo_ev=-6.82
Ta 0.1480 0.1466 1.2036 -0.8 0.3 0.4 2.8166
O 1.6489 -0.8907 1.5209 0.9 0.6 0.4 -0.8839
C 2.3715 -1.9483 1.1201 -0.5 -1.4 -0.8 0.2089
C 3.6038 -2.2555 1.6250 0.8 0.1 1.0 -0.5363
C 4.2576 -3.4002 1.1987 0.7 -0.6 0.5 -0.3805
C 3.7600 -4.2490 0.2203 1.2 -0.5 -0.3 -0.8185
C 2.5186 -3.9556 -0.2989 -0.9 0.5 0.5 -0.9132
C 1.7754 -2.8294 0.1891 0.8 -0.4 -0.7 1.0140
C 0.4447 -2.6157 -0.3282 -0.2 1.2 1.5 -0.7446
N -0.2750 -1.5324 -0.1069 0.4 -1.4 0.1 0.9443
N -1.5855 -1.5899 -0.5612 -0.3 -1.1 -1.2 -1.1700
C -2.2221 -0.5083 -0.3499 -0.2 0.3 0.5 0.5154
O -1.5473 0.3916 0.3997 -0.5 1.4 -0.2 -0.6947
C -3.6100 -0.1878 -0.7778 1.1 -0.4 0.0 0.3385
C -4.4176 -1.2056 -1.3071 0.8 1.6 0.5 -0.3269
C -5.6700 -0.8031 -1.6649 -2.1 -2.4 -0.4 -0.7524
C -6.1855 0.4398 -1.4504 -0.3 2.2 -0.3 -0.3671
C -5.3983 1.4647 -0.9493 0.4 -0.3 0.7 -0.9975
C -4.0843 1.1124 -0.6308 -0.4 0.7 0.7 0.0736
H 4.0900 -1.6840 2.4204 -0.4 0.1 -0.3 0.4990
H 5.1812 -3.7085 1.7108 -0.3 0.4 -0.4 0.4258
H 4.4382 -5.0978 -0.1083 -1.4 1.0 0.3 0.3936
H 2.0575 -4.6192 -1.0173 -0.1 0.1 -0.1 0.5077
H -0.0284 -3.4758 -0.7472 -0.5 -0.2 -0.8 0.6351
H -4.0447 -2.2028 -1.3350 0.0 -0.6 -0.3 0.5348
H -6.4256 -1.5452 -1.9736 0.7 0.2 -0.1 0.3511
H -7.2025 0.7102 -1.7139 -0.1 -0.5 0.0 0.4355
H -5.8220 2.4456 -0.6397 0.5 -0.8 -0.6 0.3981
H -3.5037 1.8558 -0.1042 0.4 0.0 -0.2 0.4247
Cl 0.9142 2.5837 1.4668 0.6 0.4 -1.0 -0.0970
C 1.8665 3.2111 0.0299 0.0 -0.4 1.3 1.2270
C 2.4265 4.4476 0.1834 -0.6 1.2 1.6 -0.6566
C 3.1616 4.9949 -0.8383 1.8 -0.6 -2.0 -0.6619
C 3.4170 4.2022 -1.9875 -1.6 -0.5 0.4 -0.7472
C 2.7725 2.9490 -2.0743 2.5 1.1 -2.3 -0.1475
C 2.1012 2.3992 -1.0490 -1.7 -0.6 1.0 -0.4401
P 1.2491 0.8372 -1.2443 -0.5 -0.3 -0.2 1.4128
C 2.5399 -0.3333 -1.8651 -1.3 -0.2 -1.2 0.7568
C 2.3674 -1.1368 -3.0381 1.8 0.5 0.6 -0.6221
C 3.4418 -1.9633 -3.4327 -0.1 0.6 2.5 -0.8910
C 4.5956 -2.0487 -2.5894 -0.9 0.6 -1.2 -0.5920
C 4.7314 -1.2074 -1.5033 0.4 0.3 0.3 -0.7779
C 3.6970 -0.3643 -1.1068 -0.4 -0.2 -0.5 -0.4675
C -0.1050 1.2335 -2.4514 0.8 -2.2 0.6 1.6062
C -0.7388 0.1238 -3.1068 0.9 2.5 0.5 -0.4912
C -1.8591 0.4006 -3.8052 -3.3 -1.1 -1.0 -1.1719
C -2.4656 1.6707 -3.8356 1.1 0.2 0.2 -0.5858
C -1.8366 2.7262 -3.1908 0.0 -0.6 -0.3 -0.9444
C -0.6518 2.4907 -2.4798 0.1 1.9 0.2 -0.6597
H 2.2897 5.0278 1.1169 0.0 -0.5 -0.7 0.4698
H 3.6746 5.9536 -0.7659 -0.4 -0.1 0.2 0.4092
H 3.9521 4.4638 -2.8992 0.1 0.6 0.6 0.4489
H 2.9346 2.3847 -3.0085 -0.2 0.2 0.6 0.3995
H 1.5194 -1.0162 -3.6954 0.0 -0.1 0.1 0.4916
H 3.3053 -2.5800 -4.2794 0.2 -0.5 -0.8 0.5205
H 5.4612 -2.6599 -2.8220 -0.3 -0.1 -0.3 0.4810
H 5.7089 -1.1858 -1.0253 -0.4 0.0 0.3 0.4499
H 3.6809 0.2777 -0.2381 0.7 0.0 0.2 0.4453
H -0.3214 -0.8370 -3.1810 0.4 -1.0 0.4 0.2474
H -2.4645 -0.4581 -4.2409 1.1 1.2 0.2 0.2691
H -3.3500 1.8721 -4.4158 -0.2 -0.2 0.0 0.4743
H -2.2635 3.7113 -3.2846 0.1 0.2 0.2 0.5016
H -0.1532 3.3896 -2.0081 -0.5 -1.3 -0.4 0.2115
Cl -4.2583 -0.5037 8.4108 0.8 -0.3 -0.5 -0.1451
C -3.0920 -0.4798 7.1027 -0.9 1.7 0.5 0.3652
C -2.9459 -1.5505 6.2462 -1.3 -1.6 0.6 -0.5263
C -2.2279 -1.3946 5.0940 0.7 -0.1 -1.4 -0.2281
C -1.6388 -0.1642 4.7612 -0.1 0.2 0.8 0.1066
C -1.7374 0.9347 5.6697 -0.5 -2.5 0.1 -0.3836
C -2.4749 0.7610 6.8333 0.9 -0.5 -1.2 -0.7532
C -0.9702 -0.0913 3.4955 0.0 -0.8 -1.3 0.6344
O -0.3762 0.9931 3.0703 0.0 -0.9 -0.3 -0.8800
O -0.9447 -1.0798 2.6176 0.4 1.8 1.1 -0.6647
H -3.5170 -2.4949 6.4607 0.9 1.0 -0.2 0.3655
H -2.0800 -2.1959 4.3436 -0.4 0.4 0.8 0.4041
H -1.1672 1.8100 5.5746 0.4 1.1 -0.6 0.4868
H -2.4413 1.6334 7.4419 -0.7 0.1 1.0 0.4187


# 3
90
Properties=species:S:1:pos:R:3:forces:R:3:mulliken_charge:R:1 method="wB97M-V/def2-TZVPD" mol_weight_g_mol=1148.20 total_energy_ha=-8629.78702 homo_lumo_gap_ev=7.525 homo_ev=-7.64 spin_multiplicity=1 total_charge=0 lumo_ev=-0.11
Sr -0.2036 -1.7725 -0.7122 -0.1 2.2 -0.7 1.4195
C 3.5109 -3.3652 -2.7560 0.1 0.0 0.0 -0.7645
C 2.4246 -3.0579 -3.7253 0.2 -0.1 0.2 0.3697
N 1.4523 -2.2242 -3.5235 0.1 -0.1 0.2 0.3197
C 0.6529 -2.1330 -4.6287 -0.2 0.1 -0.3 0.1416
C 0.9910 -2.9389 -5.6736 0.0 0.2 0.2 -0.6173
S 2.3972 -3.8140 -5.2662 0.0 -0.1 -0.2 -0.2770
C -0.4523 -1.1732 -4.6027 0.0 -0.1 -0.1 -0.6630
C -1.0939 -0.6713 -5.6914 0.0 0.0 0.2 -0.5560
S -2.3964 0.3129 -5.1889 0.0 0.0 -0.2 -0.2968
C -1.9870 0.0098 -3.5572 0.1 0.0 0.4 0.2018
N -0.9564 -0.7634 -3.3913 0.0 0.2 0.2 0.6351
C -2.7606 0.5831 -2.4210 -0.1 0.1 0.0 -0.4138
H 3.5145 -2.6052 -1.9807 0.0 0.0 0.0 -0.2496
H 4.4749 -3.3689 -3.2629 0.1 0.0 0.0 0.5415
H 3.3514 -4.3395 -2.2999 0.0 -0.1 0.1 0.2563
H 0.4866 -3.0567 -6.6135 -0.1 0.0 -0.1 0.4808
H -0.8649 -0.8341 -6.7267 0.0 0.0 -0.1 0.5164
H -3.8306 0.5911 -2.6302 0.0 0.0 0.0 0.5453
H -2.4410 1.6071 -2.2239 0.0 0.0 0.0 0.0941
H -2.5994 -0.0336 -1.5354 -0.1 0.0 0.0 -0.3537
N 0.0659 0.6737 3.9170 -0.2 0.0 0.0 0.3418
C -0.9725 1.4770 3.4999 0.0 0.1 0.1 0.5163
C -1.7111 2.4616 4.1454 0.0 0.0 0.0 -1.4038
C -2.7341 3.0358 3.4234 -0.1 0.0 -0.1 -0.6477
C -3.0235 2.6307 2.1097 0.1 0.0 0.1 -0.7899
C -2.2766 1.6609 1.4776 0.0 0.0 0.0 -0.1249
C -1.2116 1.0967 2.1765 -0.1 -0.1 -0.1 -0.2548
N -0.3272 0.0943 1.7957 0.0 0.1 0.0 1.2425
C 0.3959 -0.1228 2.8623 0.2 -0.2 0.1 -0.6809
C 1.4479 -1.1296 2.9691 -0.1 0.1 0.1 -0.5022
C 2.0168 -1.5859 4.1229 0.0 0.0 -0.2 -0.2542
S 3.1420 -2.8073 3.7447 0.0 0.0 0.2 -0.2817
C 2.7719 -2.6185 2.0901 0.1 -0.1 -0.2 -0.6812
N 1.8855 -1.7169 1.8169 0.0 0.1 0.0 0.5960
H 0.5077 0.6709 4.8186 0.0 0.0 0.0 0.2724
H -1.5091 2.7551 5.1650 0.0 0.0 0.1 0.4728
H -3.3439 3.7987 3.8847 0.0 0.1 0.0 0.4080
H -3.8575 3.0843 1.5963 -0.1 0.0 0.0 0.5051
H -2.5176 1.3133 0.4829 0.0 0.0 0.0 0.4675
H 1.8206 -1.2961 5.1376 0.0 0.0 0.1 0.4967
H 3.2274 -3.2371 1.3345 0.1 -0.1 -0.1 0.4920
N -0.0485 2.5822 -0.6330 0.1 0.0 0.2 -0.5809
C -0.8124 3.4165 -0.8244 -0.1 0.1 -0.1 -0.2813
C -1.7663 4.4628 -1.0611 0.1 0.0 0.0 0.8425
C -3.1290 4.1808 -1.0287 0.0 0.1 0.0 -0.0584
C -4.0370 5.2045 -1.2366 0.0 0.0 0.0 -0.9456
C -3.5852 6.4953 -1.4704 0.0 0.0 0.0 -0.3985
C -2.2257 6.7701 -1.5046 0.0 0.0 0.0 -0.5420
C -1.3075 5.7551 -1.3017 -0.1 0.0 0.0 -0.5339
H -3.4679 3.1727 -0.8423 0.0 0.0 0.0 0.5838
H -5.0968 4.9930 -1.2155 0.0 0.0 0.0 0.4177
H -4.2979 7.2927 -1.6276 0.0 0.0 0.0 0.3972
H -1.8785 7.7760 -1.6909 0.0 0.0 0.0 0.4025
H -0.2453 5.9486 -1.3295 0.0 0.0 0.0 0.5054
C 5.2209 -0.6195 0.3715 0.0 0.0 -0.1 -1.0914
N 4.1813 0.2765 0.8178 0.0 -0.1 -0.2 0.3438
C 3.1013 0.6414 0.0884 -0.4 0.3 -0.4 -0.2560
Se 2.6142 0.1426 -1.6094 0.1 -0.3 0.1 -0.2189
N 2.3839 1.5078 0.8375 0.0 -0.1 0.0 0.6090
C 2.9761 1.6763 2.0682 0.1 0.0 0.2 0.7076
C 2.6384 2.4419 3.1703 0.1 -0.1 0.0 -0.8085
C 3.4727 2.3514 4.2759 0.0 0.0 0.0 -0.7225
C 4.6051 1.5331 4.2746 0.0 0.0 0.1 -0.7364
C 4.9572 0.7845 3.1620 -0.1 0.0 -0.1 -0.6440
C 4.1259 0.8788 2.0589 -0.1 0.1 0.2 0.4164
H 5.0610 -0.8041 -0.6889 0.0 0.0 0.0 0.3327
H 5.1732 -1.5596 0.9193 0.0 -0.1 0.0 0.3110
H 6.1951 -0.1563 0.5258 0.0 0.0 0.0 0.3588
H 1.4859 1.8561 0.5097 0.1 0.0 0.0 -0.1511
H 1.7644 3.0768 3.1687 -0.1 0.0 0.0 0.5664
H 3.2477 2.9376 5.1554 0.0 0.0 0.1 0.4445
H 5.2258 1.4884 5.1577 0.0 0.0 0.0 0.4189
H 5.8353 0.1565 3.1578 0.1 0.0 0.0 0.4949
O -0.2057 -3.6026 0.9564 0.5 -0.8 -0.1 -0.5921
Cl 0.6466 -4.3540 0.0210 0.1 0.3 -0.1 1.5155
O -0.1735 -4.8424 -1.0452 0.2 -0.2 0.2 -0.5037
O 1.3920 -5.3603 0.6790 0.1 -0.2 0.2 -0.7204
O 1.5730 -3.3428 -0.5675 0.0 -1.2 0.4 -0.5347
Cl -2.9487 -1.6577 1.6998 -0.1 -0.2 -0.2 -0.2384
C -3.3783 -2.7800 0.3898 0.0 0.3 0.1 0.5435
C -2.6801 -2.6661 -0.7970 -0.2 -0.3 0.0 -1.1300
C -3.0564 -3.5990 -1.7460 0.3 0.1 -0.5 0.6891
Cl -2.1911 -3.6035 -3.3019 -0.2 -0.1 0.3 -0.2011
C -4.0444 -4.5602 -1.5804 -0.1 -0.1 0.0 -0.3303
Cl -4.4413 -5.6902 -2.8236 0.0 0.0 0.0 -0.1961
C -4.7271 -4.6004 -0.3677 -0.1 0.0 0.0 0.6813
Cl -5.9747 -5.7622 -0.1100 0.0 0.0 0.0 -0.2156
C -4.3918 -3.6949 0.6344 -0.1 -0.1 0.2 -0.2646
Cl -5.2328 -3.7358 2.1447 0.0 0.0 0.0 -0.2063